[1]
Here is a structure of composition C7H6O in a non-equilibrium geometry from the Open Molecules 2025 dataset. Energies are from ωB97M-V with the def2-TZVPD basis set.

Positions of all 14 atoms, in Å:
O: -0.382 -1.360 0.174
C: 0.457 0.523 -0.084
C: -0.983 0.042 0.349
C: 0.728 -0.852 -0.337
C: 2.198 -0.519 -0.383
C: 1.892 1.273 -0.325
C: -2.132 0.308 -0.568
C: 1.726 0.343 0.781
H: 1.811 -0.007 1.824
H: -3.150 0.403 -0.077
H: -2.070 -0.425 -1.292
H: -1.159 0.162 1.379
H: 3.053 -1.102 -0.376
H: -1.990 1.213 -1.065

Output
* DFT total energy: -9394.0465 eV
* relative energy (zero: lowest compared OMol25 entry of this formula, charge and spin): 788.6 kJ/mol



[2]
Here is an isolated molecule of C5H7N in a non-equilibrium geometry from the Open Molecules 2025 dataset. Energies are from ωB97M-V with the def2-TZVPD basis set.

Positions of all 13 atoms, in Å:
N: 0.294 -0.218 0.985
C: 1.124 1.058 -0.643
C: -0.041 0.379 -1.097
C: -1.767 -1.211 0.033
C: -0.530 -0.394 -0.092
C: 1.281 0.681 0.648
H: 2.036 0.928 1.363
H: -0.036 -0.279 1.917
H: -1.554 -2.218 0.388
H: -0.461 0.418 -2.089
H: -2.436 -0.756 0.773
H: -2.303 -1.166 -0.907
H: 1.780 1.733 -1.164

Output
* DFT total energy: -6788.3541 eV
* relative energy (zero: lowest compared OMol25 entry of this formula, charge and spin): 15.3 kJ/mol
* SMILES: Cc1ccc[nH]1



Short version: E_HOMO = -8.8 -8.1 eV, in the order given.